(1)
This record from OMol25 describes a 9-piece molecular cluster, C48H49N9O16 overall. The level of theory is ωB97M-V with the def2-TZVPD basis set.

XYZ file:
```
122
Properties=species:S:1:pos:R:3:forces:R:3
O -5.975 -4.109 1.043 1.080 0.968 -1.710
N -6.205 -3.412 0.039 -0.922 -0.097 2.226
O -7.369 -3.115 -0.217 1.459 0.178 -1.173
C -5.070 -2.787 -0.740 3.724 1.024 -2.521
C -5.187 -2.538 -2.196 4.155 2.526 0.156
C -4.053 -1.895 -3.050 1.806 -4.219 17.280
C -2.651 -1.803 -2.387 -6.486 -0.212 1.478
C -2.517 -1.953 -0.977 -9.014 -2.389 -2.967
C -3.728 -2.516 -0.171 0.661 -0.729 0.826
H -6.070 -2.670 -2.742 -1.370 -0.416 -0.282
H -4.110 -1.809 -3.937 -1.250 1.233 -11.628
H -1.886 -1.498 -3.007 1.809 0.587 -0.940
H -1.603 -1.849 -0.674 4.966 0.469 2.806
H -3.527 -2.928 0.990 -0.586 1.483 -3.343
O -6.950 2.384 -3.537 2.436 2.010 0.204
N -6.322 3.461 -3.334 -1.883 -1.327 1.824
O -6.880 4.544 -3.401 1.022 -0.273 -0.539
C -4.949 3.455 -2.663 3.981 0.452 0.666
C -4.495 2.283 -1.898 3.680 2.415 -0.161
C -3.025 2.147 -1.311 -2.891 8.019 -2.722
C -2.171 3.505 -1.340 -4.978 -3.234 -2.742
C -2.687 4.645 -2.142 -1.686 -1.058 -0.119
C -3.999 4.732 -2.821 0.535 -7.186 3.786
H -5.137 1.474 -1.627 -0.548 -0.386 -0.413
H -2.886 1.396 -0.609 0.709 -1.464 0.774
H -1.185 3.452 -0.935 0.451 0.463 0.285
H -2.061 5.546 -2.219 -0.252 -0.542 0.145
H -4.465 5.524 -3.279 -0.371 1.986 -1.107
O -0.391 3.648 3.837 0.129 0.091 0.370
N -0.706 2.631 4.402 -1.043 -2.235 0.129
O -0.173 2.132 5.414 -0.882 1.031 -1.806
C -1.861 1.815 3.730 -2.252 -3.251 0.791
C -2.167 0.392 4.275 -5.389 4.143 -7.340
C -3.326 -0.389 3.637 2.039 5.027 -1.511
C -4.070 0.181 2.507 1.270 -1.354 0.737
C -3.698 1.475 2.117 -0.438 2.341 -3.476
C -2.710 2.353 2.643 -0.307 -10.642 6.302
H -1.778 -0.117 5.009 2.845 -1.914 4.016
H -3.555 -1.368 3.913 -0.061 -1.384 0.797
H -4.792 -0.506 1.845 1.585 1.895 1.800
H -4.095 1.968 1.058 0.415 -1.575 3.031
H -2.439 3.164 2.288 1.969 7.844 -3.663
O 3.734 -1.280 3.168 1.285 1.601 0.652
N 4.785 -0.654 3.426 0.943 -2.981 -1.053
O 5.906 -1.150 3.069 -2.682 2.475 1.355
C 4.651 0.618 4.164 1.636 3.077 3.555
C 3.399 0.884 4.981 2.244 3.915 -1.314
C 3.199 2.307 5.548 7.257 -3.336 -3.053
C 4.406 3.204 5.514 -1.858 -2.247 0.072
C 5.666 2.921 4.964 0.146 -4.367 -1.288
C 5.949 1.549 4.399 -4.523 0.860 -0.807
H 2.594 0.154 5.061 0.301 0.144 -0.268
H 2.369 2.561 6.074 -2.328 0.620 1.313
H 4.390 4.106 6.092 -0.570 0.622 -0.037
H 6.499 3.639 4.953 -0.584 -0.392 0.325
H 6.942 1.317 3.931 -1.312 -0.004 0.515
O -5.011 -6.062 -1.037 4.148 0.409 -1.971
N -3.817 -5.808 -1.470 -1.405 1.435 2.126
O -3.461 -5.547 -2.608 -0.994 -0.930 1.221
C -2.767 -5.499 -0.354 3.344 0.842 0.465
C -3.082 -5.793 1.015 10.586 5.668 -0.341
C -1.994 -5.324 2.173 0.512 0.468 -7.583
C -0.615 -4.672 1.573 -3.670 -2.436 4.717
C -0.303 -4.478 0.281 -10.898 -3.812 -1.721
C -1.385 -4.869 -0.764 -1.587 -0.853 4.482
H -3.831 -6.226 1.396 -6.046 -3.230 2.178
H -2.258 -5.569 3.200 0.514 0.287 -0.220
H 0.187 -4.492 2.312 -0.704 0.010 -0.197
H 0.575 -4.258 0.004 6.382 2.068 -2.324
H -1.200 -4.597 -1.770 -0.078 -0.138 -0.928
O 2.091 2.150 -3.041 -0.117 0.499 0.782
N 2.223 1.249 -3.854 2.291 2.008 0.987
O 3.347 0.868 -4.186 -1.680 -0.721 -0.406
C 1.007 0.807 -4.376 -3.932 -5.893 -4.206
C -0.270 1.475 -4.234 -1.475 -3.470 -1.950
C -1.596 0.865 -4.840 4.169 -2.092 -0.125
C -1.537 -0.471 -5.508 0.675 3.996 0.663
C -0.317 -1.140 -5.622 4.136 2.058 1.079
C 1.052 -0.564 -5.156 -8.111 4.314 1.858
H -0.217 2.370 -3.671 -0.536 0.890 0.281
H -2.611 1.270 -4.915 0.803 0.762 0.681
H -2.425 -0.684 -6.155 0.841 -0.468 1.047
H -0.240 -2.049 -6.190 -0.054 -0.319 -0.089
H 1.912 -1.048 -5.343 2.879 -1.557 -0.515
O 7.882 -4.587 -2.972 -2.942 2.267 0.416
N 7.190 -4.028 -2.027 4.021 -3.967 -2.436
O 7.718 -4.174 -0.940 -2.302 1.848 1.097
C 5.852 -3.554 -2.354 -5.446 2.783 -0.259
C 4.856 -3.187 -1.226 0.392 -1.160 0.144
C 3.373 -2.886 -1.488 4.211 0.364 -3.558
C 2.884 -2.585 -2.850 2.939 -2.319 1.447
C 3.878 -2.843 -3.911 3.786 -1.261 6.974
C 5.323 -3.325 -3.801 -2.787 0.809 5.764
H 5.289 -3.280 0.007 -1.512 0.217 -4.176
H 2.720 -2.786 -0.687 -0.828 0.226 1.490
H 1.758 -2.385 -3.044 2.327 -0.135 0.275
H 3.472 -2.771 -4.774 -1.954 0.575 -6.221
H 6.024 -3.478 -4.581 0.066 -0.160 -0.870
C 0.755 1.590 1.567 -1.206 -1.844 1.865
N 0.636 0.276 0.868 1.281 2.589 -2.572
C 0.719 -0.933 1.541 0.044 -0.163 3.032
C 0.669 0.257 -0.488 -0.428 -2.455 -0.621
O 0.590 -0.809 -1.177 0.252 2.300 1.523
H 1.448 2.103 1.047 2.769 1.952 -1.309
H 0.906 1.739 2.704 0.223 -1.439 -1.943
H -0.135 2.086 1.385 -1.948 1.142 -0.197
H 1.197 -1.720 0.911 -1.335 0.326 0.500
H -0.357 -0.914 1.951 1.570 -2.061 0.004
H 1.477 -0.708 2.361 -1.147 -0.852 -0.453
H 0.746 1.219 -0.986 0.002 0.417 -0.020
C 4.382 4.408 1.574 -0.965 -4.272 -1.867
N 2.986 4.778 1.833 3.770 -0.935 2.160
C 2.701 5.313 3.131 -2.197 4.156 -1.987
C 2.149 4.885 0.847 -4.002 1.984 -1.244
O 1.007 5.443 0.961 2.995 -2.015 -0.890
H 4.769 3.459 1.995 -1.258 -0.135 0.568
H 5.143 4.972 1.870 2.312 3.815 1.770
H 4.733 4.184 0.543 -1.435 0.582 -0.097
H 2.992 4.942 4.011 2.420 -2.653 2.592
H 1.639 5.294 3.316 -0.643 0.183 -0.614
H 2.981 6.414 3.214 -0.239 -1.072 -0.448
H 2.626 4.471 -0.070 -0.872 0.280 -0.057
```
Forces are in eV/Å.

Its frontier orbital gap is 0.2659 Eh. Its lowest unoccupied orbital energy is -1.714 eV. The relative energy (zero: lowest compared OMol25 entry of this formula, charge and spin) is 1.467 eV.

Atom charges from the Mulliken analysis, given in e for atoms 1 to 4:
1. O -0.51
2. N 1.00
3. O -0.60
4. C -0.34

(2)
This record from OMol25 describes C37H50Cl2NPSTi as an isolated structure. The level of theory is ωB97M-V with the def2-TZVPD basis set.

XYZ file:
```
93
Properties=species:S:1:pos:R:3:forces:R:3
P 0.035 -0.414 -1.626 -0.070 0.311 -2.322
C 1.631 0.124 -2.560 -0.125 -0.280 0.722
C 1.930 -0.501 -3.929 -0.371 -0.052 -0.215
C 3.277 -0.048 -4.513 0.106 0.028 0.230
C 3.513 1.467 -4.452 -0.129 0.034 -0.070
C 3.158 2.085 -3.096 -0.126 -0.214 0.083
C 1.765 1.649 -2.607 0.071 0.219 -0.064
C -1.403 0.390 -2.567 0.201 -0.105 0.494
C -1.284 0.408 -4.099 0.007 -0.010 0.006
C -2.581 0.909 -4.741 -0.089 -0.056 0.158
C -3.021 2.277 -4.208 0.200 0.116 -0.007
C -2.977 2.389 -2.678 -0.012 -0.247 0.157
C -1.709 1.796 -2.034 -0.060 0.269 -0.049
C -0.131 -2.145 -2.283 -0.007 0.191 0.003
C 1.011 -3.077 -1.857 -0.001 -0.035 -0.275
C 1.006 -4.278 -2.814 0.038 0.002 0.019
C -0.332 -5.030 -2.826 -0.053 -0.122 0.135
C -1.554 -4.106 -2.927 0.049 0.136 -0.098
C -1.453 -2.875 -2.019 -0.013 -0.161 0.081
H 2.390 -0.243 -1.847 -0.110 0.180 -0.348
H 1.133 -0.244 -4.638 0.206 -0.025 0.093
H 1.937 -1.597 -3.862 0.028 0.243 -0.029
H 3.331 -0.382 -5.558 0.089 0.010 0.221
H 4.084 -0.558 -3.969 -0.073 0.057 -0.034
H 4.562 1.681 -4.686 -0.143 -0.011 -0.044
H 2.914 1.951 -5.234 -0.008 -0.016 0.080
H 3.902 1.781 -2.346 -0.105 0.065 -0.096
H 3.182 3.182 -3.166 0.094 -0.226 0.049
H 1.591 2.075 -1.611 0.105 -0.206 -0.278
H 1.005 2.082 -3.277 0.164 -0.122 0.136
H -2.253 -0.254 -2.280 0.179 0.213 -0.128
H -3.372 0.173 -4.552 0.041 0.024 -0.008
H -1.045 -0.586 -4.504 -0.098 0.220 0.125
H -0.461 1.073 -4.399 -0.179 -0.083 0.105
H -2.442 0.961 -5.827 -0.101 -0.019 0.096
H -4.037 2.495 -4.559 0.176 0.029 0.016
H -2.370 3.047 -4.642 -0.006 -0.056 0.038
H -3.063 3.443 -2.381 -0.074 -0.210 -0.036
H -3.847 1.865 -2.259 0.079 0.052 -0.033
H -1.822 1.767 -0.940 0.002 -0.026 -0.313
H -0.862 2.471 -2.227 -0.153 -0.190 -0.058
H -0.067 -1.979 -3.371 0.066 -0.210 0.204
H 1.992 -2.578 -1.860 -0.262 -0.132 -0.044
H 0.835 -3.407 -0.821 0.048 0.051 -0.178
H 1.205 -3.920 -3.836 0.068 0.028 0.199
H 1.819 -4.961 -2.551 -0.053 -0.047 -0.086
H -0.416 -5.646 -1.921 0.030 0.166 -0.018
H -0.348 -5.731 -3.669 0.038 0.038 0.145
H -2.463 -4.661 -2.669 0.085 -0.002 -0.112
H -1.668 -3.776 -3.970 0.008 0.004 0.119
H -2.329 -2.230 -2.160 0.203 -0.184 -0.014
H -1.470 -3.191 -0.970 -0.062 0.030 -0.221
Ti 0.038 -0.358 0.888 -0.639 2.516 0.810
Cl -2.036 -1.309 0.681 -0.511 -0.374 0.150
Cl 2.312 -0.556 0.566 0.423 -0.077 0.246
C -0.573 1.408 1.369 0.260 -1.215 -0.130
H -1.447 1.075 1.993 0.383 -0.021 -0.417
C -0.492 2.859 1.375 0.200 0.671 0.197
C -1.046 3.633 2.436 0.052 -0.224 -0.624
C -1.123 5.021 2.345 0.259 0.001 -0.237
C -0.646 5.679 1.199 -0.092 -0.237 0.057
C -0.066 4.935 0.162 0.079 0.145 0.326
C 0.072 3.559 0.280 -0.344 -0.262 0.386
H -1.443 3.108 3.311 0.089 0.196 -0.279
H -1.565 5.594 3.165 0.165 -0.166 -0.294
H 0.278 5.428 -0.749 0.009 -0.047 0.334
H 0.568 2.977 -0.498 -0.371 0.303 0.269
H -0.724 6.763 1.117 -0.035 -0.260 0.005
N 0.360 -1.196 2.703 -0.362 -1.079 1.972
S -0.697 -1.214 3.976 1.277 0.005 -1.086
C 0.002 -2.408 5.133 -0.311 -0.211 0.726
C -0.903 -3.083 5.974 0.341 0.275 -0.307
C -0.415 -3.910 6.988 0.202 0.040 -0.127
C 0.968 -4.079 7.156 -0.260 0.240 -0.266
C 1.858 -3.412 6.305 -0.343 0.081 -0.174
C 1.376 -2.568 5.296 -0.106 -0.152 0.248
C -0.414 0.285 4.928 -0.149 0.590 0.731
C 0.856 0.845 5.020 0.028 -0.046 0.225
C 1.104 1.833 5.979 -0.164 -0.135 -0.255
C 0.066 2.309 6.786 -0.038 -0.220 -0.144
C -1.230 1.811 6.620 0.115 -0.026 -0.126
C -1.479 0.801 5.691 0.500 -0.418 -0.309
H 1.251 -1.656 2.922 -0.549 0.381 -0.085
H -1.976 -2.933 5.823 0.347 -0.125 0.131
H -1.124 -4.419 7.646 0.293 0.142 -0.219
H 1.349 -4.724 7.952 -0.133 0.213 -0.283
H 2.934 -3.532 6.418 -0.259 -0.001 0.028
H 2.074 -2.022 4.666 -0.051 -0.135 0.158
H 1.644 0.484 4.357 -0.133 0.114 0.188
H 2.120 2.214 6.093 -0.339 -0.008 -0.055
H 0.270 3.064 7.550 -0.088 -0.216 -0.295
H -2.053 2.196 7.221 0.220 -0.061 -0.138
H -2.474 0.379 5.556 0.135 0.133 0.130
```
Forces are in eV/Å.

Its frontier orbital gap (alpha / beta) is 0.2199 / 0.2212 Eh. Its lowest unoccupied orbital energy (alpha / beta) is -0.253 / -0.255 eV.

Atom charges from the Mulliken analysis, given in e for atoms 1 to 4:
1. P 1.59
2. C 0.54
3. C -0.17
4. C -0.92

(3)
This record from OMol25 describes one molecule with the formula C3H3ClO2. The level of theory is ωB97M-V with the def2-TZVPD basis set.

XYZ file:
```
9
Properties=species:S:1:pos:R:3:forces:R:3
C 0.881 0.988 0.683 0.990 -0.603 -1.220
C 0.735 0.072 -0.568 2.508 1.280 2.505
C -1.168 -1.058 0.367 0.550 -0.494 -0.597
O 0.336 1.401 -0.511 -1.247 1.356 0.197
O -0.101 -0.987 -0.496 -0.891 -0.787 -0.547
Cl -2.418 0.088 0.148 -0.285 0.180 0.074
H 1.692 1.609 1.214 -1.198 -1.006 -1.031
H 1.574 -0.011 -1.286 -0.833 -0.759 0.508
H -1.530 -2.102 0.450 0.407 0.833 0.111
```
Forces are in eV/Å.

Its frontier orbital gap (alpha / beta) is 0.3118 / 0.3110 Eh. Its lowest unoccupied orbital energy (alpha / beta) is -0.123 / 0.044 eV. The relative energy (zero: lowest compared OMol25 entry of this formula, charge and spin) is 5.510 eV.

Atom charges from the Mulliken analysis, given in e for atoms 1 to 4:
1. C -0.48
2. C 0.41
3. C -0.16
4. O -0.29

Q: Number 2 is which compound?
A: C37H50Cl2NPSTi